Entry from OMol25: a molecular structure, C7H7CuN2O2S (ωB97M-V/def2-TZVPD).

* lowest unoccupied orbital energy: -1.233 eV
* HOMO energy: -8.5 eV
* max |F|: 0.466 eV/Å
* relative energy (zero: lowest compared OMol25 entry of this formula, charge and spin): 0.00 kJ/mol
* net charge: 0
* frontier orbital gap: 7.2 eV

Cartesian coordinates (Å):
Cu 0.250 -0.009 2.885
O 1.161 -1.074 4.485
C 0.500 -0.324 5.240
O -0.273 0.572 4.816
H 0.597 -0.455 6.329
N -0.766 -0.623 -3.949
C -0.157 0.392 -3.322
S 0.488 1.661 -4.131
C -0.079 0.268 -1.816
C 0.613 1.224 -1.088
C 0.685 1.116 0.287
N 0.113 0.117 0.971
C -0.554 -0.809 0.272
C -0.673 -0.768 -1.104
H -0.828 -0.591 -4.953
H -1.138 -1.426 -3.475
H 1.091 2.048 -1.597
H 1.216 1.854 0.872
H -1.006 -1.610 0.840
H -1.241 -1.565 -1.563